1.
12
Properties=species:S:1:pos:R:3:lowdin_charge:R:1 method="wB97M-V/def2-TZVPD" largest_force_ev_per_a=1.936 relative_energy_kj_mol=551.68 homo_energy_ev="-8.31 / -8.31" e_tot_ha=-323.30956 total_charge=0
O 1.89 -0.50 0.34 0.0478
C 0.69 -0.72 0.40 -0.4422
C 0.11 -1.90 1.06 -0.0383
C -0.67 -2.53 1.72 0.1453
C -0.34 0.14 -0.25 -0.0748
C -0.13 2.03 -0.86 0.0492
N 0.29 0.84 -1.37 -0.1142
H -1.39 -3.00 2.36 0.0388
H -1.29 -0.39 -0.43 0.1117
H 0.65 2.79 -0.65 0.1022
H -1.07 2.49 -1.20 0.0861
H 1.27 0.76 -1.12 0.0882


2.
12
Properties=species:S:1:pos:R:3:lowdin_charge:R:1 method="wB97M-V/def2-TZVPD" largest_force_ev_per_a=0.332 relative_energy_kj_mol=103.28 homo_energy_ev=-11.36 e_tot_ha=-305.73987 smiles=O.O.O.O total_charge=0
O -4.21 2.34 0.32 -0.0544
H -3.98 1.44 0.11 0.0242
H -5.16 2.38 0.22 0.0269
O 3.52 1.75 -0.84 -0.0538
H 3.37 1.01 -0.24 0.0178
H 2.64 2.12 -0.98 0.0294
O -1.79 -1.27 -0.47 -0.0515
H -0.92 -1.44 -0.12 0.0244
H -1.82 -1.76 -1.30 0.0284
O 2.54 -1.90 1.01 -0.0523
H 2.73 -2.70 0.51 0.0299
H 3.07 -1.98 1.80 0.0311


3.
23
Properties=species:S:1:pos:R:3:lowdin_charge:R:1 method="wB97M-V/def2-TZVPD" largest_force_ev_per_a=8.891 relative_energy_kj_mol=115.89 multiplicity=3 homo_energy_ev="-3.49 / -8.73" e_tot_ha=-704.24090 total_charge=0
C 0.93 2.19 -0.34 -0.2229
C 1.86 0.97 -0.11 -0.2270
C -0.46 1.60 -0.70 -0.2353
C 1.65 -1.24 1.12 -0.1192
C -1.93 -0.21 0.95 -0.1918
N 1.17 -0.30 0.06 -0.3386
N -0.51 -1.81 -1.07 -0.2038
N -1.91 -1.86 -1.47 -0.0794
P -0.41 -0.43 -0.33 0.7178
H 0.90 3.03 0.45 0.1283
H 1.28 2.57 -1.23 0.0503
H 2.54 0.80 -0.98 0.1234
H 2.44 1.16 0.80 0.1017
H -1.34 1.93 -0.25 -0.0018
H -0.62 1.77 -1.80 0.0680
H 2.43 -2.09 0.84 0.1083
H 2.23 -0.70 1.94 0.0862
H 0.84 -1.74 1.60 0.0322
H -2.72 -1.02 0.72 0.0259
H -2.42 0.70 1.19 -0.0008
H -1.50 -0.62 1.94 0.0298
H -1.91 -2.23 -2.43 0.0643
H -2.53 -2.48 -0.93 0.0842


4.
107
Properties=species:S:1:pos:R:3:lowdin_charge:R:1 method="wB97M-V/def2-TZVPD" largest_force_ev_per_a=1.656 relative_energy_kj_mol=196.16 homo_energy_ev=-10.01 e_tot_ha=-7700.74540 total_charge=+1
Ti 0.53 0.85 -0.23 0.5561
C -1.66 -1.27 2.95 -0.1715
N -0.90 -1.83 1.77 -0.4374
P -1.89 -1.92 0.29 1.0412
C -1.57 -3.62 -0.30 -0.3773
C -1.11 -4.67 0.50 -0.1052
C -0.88 -5.92 -0.04 -0.0734
C -1.09 -6.14 -1.40 -0.0806
C -1.56 -5.11 -2.20 -0.0777
C -1.80 -3.86 -1.66 -0.1133
C -3.59 -2.21 0.90 -0.3829
C -4.58 -1.44 0.30 -0.1179
C -5.92 -1.63 0.65 -0.0725
C -6.26 -2.58 1.59 -0.0733
C -5.27 -3.36 2.19 -0.0673
C -3.94 -3.18 1.84 -0.0920
P 0.64 -1.03 1.64 0.9788
C 1.11 -0.99 3.40 -0.3753
C 1.18 -2.24 4.02 -0.1084
C 1.49 -2.34 5.36 -0.0585
C 1.75 -1.19 6.10 -0.0633
C 1.69 0.05 5.49 -0.0603
C 1.38 0.15 4.14 -0.0887
C 1.93 -2.15 0.99 -0.3886
C 1.79 -2.85 -0.20 -0.1060
C 2.86 -3.57 -0.73 -0.0585
C 4.08 -3.58 -0.08 -0.0649
C 4.25 -2.85 1.09 -0.0651
C 3.18 -2.14 1.62 -0.1201
H -1.50 -1.89 3.83 0.0875
H -2.72 -1.25 2.73 0.0458
H -1.36 -0.25 3.20 0.0457
H -0.92 -4.48 1.56 0.0947
H -0.52 -6.72 0.59 0.1061
H -0.89 -7.12 -1.82 0.1048
H -1.74 -5.29 -3.26 0.1055
H -2.18 -3.05 -2.28 0.0728
H -4.31 -0.70 -0.44 0.0766
H -6.69 -1.04 0.17 0.1088
H -7.30 -2.73 1.86 0.1066
H -5.53 -4.11 2.92 0.1079
H -3.18 -3.80 2.29 0.1071
H 0.98 -3.14 3.45 0.1157
H 1.54 -3.32 5.84 0.1116
H 2.00 -1.27 7.15 0.1101
H 1.90 0.95 6.06 0.1105
H 1.35 1.13 3.68 0.0241
H 0.87 -2.83 -0.75 0.0712
H 2.72 -4.13 -1.65 0.1107
H 4.92 -4.13 -0.49 0.1091
H 5.20 -2.83 1.60 0.1117
H 3.34 -1.57 2.53 0.1093
C -1.25 4.94 1.49 -0.0105
N 0.13 5.02 0.99 -0.1020
C 0.69 6.14 0.41 -0.0253
C 1.95 5.80 0.07 -0.0336
N 2.16 4.48 0.44 0.0142
B 3.53 3.71 0.30 -0.3903
N 3.63 3.07 -1.14 0.0140
C 4.01 3.73 -2.29 -0.0330
C 4.09 2.84 -3.29 -0.0254
N 3.74 1.61 -2.76 -0.0966
C 3.79 0.32 -3.45 -0.0028
C 3.46 1.78 -1.45 -0.6331
S 2.95 0.46 -0.42 0.8087
C 1.03 4.03 0.99 -0.6261
S 0.72 2.44 1.64 0.6982
H -1.55 5.93 1.81 0.1002
H -1.29 4.25 2.32 0.0643
H -1.91 4.58 0.70 0.0804
H 0.15 7.06 0.30 0.1306
H 2.74 6.38 -0.37 0.1251
H 3.57 2.83 1.11 0.0551
H 4.42 4.53 0.40 0.0821
H 4.22 4.79 -2.28 0.1271
H 4.37 2.95 -4.33 0.1269
H 3.96 0.52 -4.51 0.0960
H 2.86 -0.22 -3.32 0.0610
H 4.61 -0.28 -3.06 0.1000
O 0.64 -1.70 -3.66 -0.2223
As -0.42 -0.53 -2.92 0.9908
O -1.97 -0.98 -3.09 -0.4032
O 0.31 -0.55 -1.29 -0.6044
C 0.10 1.01 -3.97 -0.2155
C 0.63 0.76 -5.22 -0.0643
C 0.85 1.82 -6.09 -0.0372
C 0.55 3.12 -5.73 -0.0383
C 0.03 3.40 -4.47 -0.0224
C -0.19 2.34 -3.61 -0.2608
S -0.55 2.66 -1.94 0.5782
O -1.31 1.49 -1.42 -0.4199
O -1.06 3.96 -1.71 -0.2011
O 0.83 2.40 -1.32 -0.4532
H 0.23 -2.57 -3.57 0.0595
H 0.84 -0.25 -5.52 0.1118
H 1.26 1.62 -7.08 0.1187
H 0.71 3.93 -6.43 0.1195
H -0.20 4.41 -4.16 0.1269
C -3.29 1.86 2.86 -0.3857
S -2.72 1.40 1.22 0.7310
C -4.21 1.71 0.26 -0.3754
H -4.06 1.18 3.21 0.0468
H -3.68 2.88 2.84 0.0411
H -2.44 1.83 3.53 0.0322
H -4.40 2.78 0.20 0.0444
H -5.06 1.21 0.71 0.0351
H -4.04 1.32 -0.74 0.0331